Record 1
Molecular formula: C17H55N5O7
Method: DFT, wB97M-V/def2-TZVPD

Geometry (Å):
N (3.50, 0.41, 2.64)
H (3.08, 0.83, 3.46)
H (4.16, -0.27, 2.99)
H (3.93, 0.98, 1.93)
H (2.80, -0.11, 2.14)
C (1.46, -0.14, 1.09)
O (2.15, -1.18, 1.73)
H (0.53, 0.14, 1.59)
H (2.01, 0.79, 1.19)
H (1.34, -0.19, 0.00)
O (1.40, -2.43, 3.01)
H (2.27, -2.79, 3.21)
H (1.57, -1.69, 2.43)
O (-0.53, -2.10, 1.94)
H (0.39, -2.35, 1.95)
H (-0.65, -1.59, 2.74)
C (2.17, -3.93, -1.40)
C (2.73, -3.08, -0.22)
C (3.47, -1.70, -0.50)
O (4.67, -2.12, -1.05)
C (5.18, -1.13, -1.91)
N (1.59, -2.88, 0.66)
H (1.54, -3.28, -2.01)
H (1.39, -4.62, -1.07)
H (2.85, -4.58, -1.94)
H (3.37, -3.80, 0.29)
H (3.64, -1.15, 0.42)
H (2.80, -1.05, -1.05)
H (6.17, -0.74, -1.67)
H (4.58, -0.26, -2.15)
H (5.50, -1.68, -2.79)
H (1.80, -2.15, 1.33)
H (0.77, -2.49, 0.21)
C (-2.21, 2.59, -4.06)
C (-1.93, 2.68, -2.60)
C (-2.05, 1.38, -1.76)
O (-1.77, 1.69, -0.35)
C (-0.99, 0.66, 0.26)
N (-0.61, 3.20, -2.55)
H (-3.28, 2.60, -4.27)
H (-1.80, 1.66, -4.47)
H (-1.85, 3.48, -4.59)
H (-2.49, 3.47, -2.10)
H (-1.23, 0.75, -2.11)
H (-2.95, 0.78, -1.89)
H (-0.69, 1.10, 1.21)
H (-0.10, 0.45, -0.33)
H (-1.46, -0.30, 0.47)
H (0.01, 2.48, -2.88)
H (-0.53, 3.11, -1.54)
C (-4.14, -1.34, -2.93)
C (-3.06, -2.40, -3.19)
C (-1.98, -2.63, -2.06)
O (-1.10, -1.45, -1.84)
C (-0.18, -1.56, -0.71)
N (-3.88, -3.61, -3.24)
H (-3.67, -0.40, -2.65)
H (-4.87, -1.45, -2.12)
H (-4.57, -0.98, -3.87)
H (-2.52, -2.12, -4.10)
H (-1.42, -3.52, -2.33)
H (-2.48, -2.80, -1.11)
H (0.45, -0.69, -0.54)
H (0.34, -2.51, -0.82)
H (-0.79, -1.71, 0.18)
H (-4.61, -3.41, -3.91)
H (-4.34, -3.67, -2.34)
C (-0.76, 5.05, 3.19)
C (-1.63, 3.72, 3.10)
C (-0.74, 2.55, 3.68)
O (0.55, 2.28, 3.05)
C (0.45, 1.74, 1.80)
N (-2.83, 3.88, 3.89)
H (-1.40, 5.86, 2.83)
H (0.11, 4.88, 2.56)
H (-0.53, 5.43, 4.19)
H (-1.97, 3.42, 2.10)
H (-1.23, 1.60, 3.84)
H (-0.47, 2.88, 4.68)
H (-0.11, 0.80, 1.79)
H (1.48, 1.49, 1.55)
H (0.04, 2.48, 1.12)
H (-2.55, 4.01, 4.85)
H (-3.25, 4.77, 3.66)

The calculated total energy is -1480.1407 a.u. As for the energy above the lowest of the compared OMol25 structures with the same formula, charge and spin: 1934.0 kJ/mol. The value obtained for the HOMO-LUMO gap is 6.3 eV. The HOMO energy is -6.90 eV.



Record 2
Molecular formula: C17H56N10O11
Method: DFT, wB97M-V/def2-TZVPD

Geometry (Å):
N (9.01, 8.31, 8.31)
C (9.97, 8.90, 9.16)
N (11.29, 8.66, 9.10)
O (9.55, 9.74, 9.96)
H (9.30, 7.43, 7.94)
H (8.06, 8.47, 8.65)
H (11.67, 7.81, 8.72)
H (11.66, 8.98, 10.02)
N (14.33, 13.39, 12.85)
C (14.62, 14.71, 12.74)
N (15.60, 14.99, 11.84)
O (14.03, 15.63, 13.34)
H (14.77, 12.71, 12.28)
H (13.40, 13.23, 13.28)
H (15.89, 15.95, 11.71)
H (15.80, 14.33, 11.09)
N (9.38, 13.67, 14.55)
C (8.05, 14.00, 14.34)
N (7.77, 15.37, 14.10)
O (7.16, 13.13, 14.29)
H (9.50, 12.68, 14.73)
H (10.03, 14.38, 14.79)
H (6.83, 15.78, 14.17)
H (8.60, 16.00, 14.16)
N (12.63, 16.49, 9.44)
C (13.25, 17.02, 8.31)
N (13.93, 16.06, 7.64)
O (13.17, 18.15, 7.90)
H (13.21, 15.87, 10.02)
H (12.25, 17.22, 10.07)
H (13.90, 15.13, 7.96)
H (14.23, 16.22, 6.68)
N (10.32, 12.61, 10.87)
C (11.01, 13.00, 11.90)
N (11.41, 14.35, 11.91)
O (11.56, 12.30, 12.79)
H (10.05, 11.65, 10.74)
H (10.25, 13.16, 10.05)
H (11.92, 14.58, 12.75)
H (10.69, 14.97, 11.64)
C (11.76, 18.72, 13.32)
C (10.99, 17.84, 14.30)
O (11.22, 16.50, 14.00)
H (11.42, 19.78, 13.25)
H (11.51, 18.37, 12.29)
H (12.83, 18.61, 13.44)
H (9.84, 17.95, 14.29)
H (11.34, 18.16, 15.33)
H (12.16, 16.46, 13.84)
C (7.94, 16.86, 8.06)
C (8.51, 15.49, 8.07)
O (9.61, 15.16, 8.95)
H (8.59, 17.55, 7.53)
H (7.79, 17.16, 9.08)
H (6.92, 16.85, 7.70)
H (8.79, 15.15, 7.07)
H (7.74, 14.78, 8.35)
H (10.28, 15.87, 8.87)
C (13.87, 11.85, 7.12)
C (13.72, 11.17, 8.50)
O (14.33, 12.00, 9.49)
H (14.93, 12.00, 7.10)
H (13.39, 12.82, 7.10)
H (13.59, 11.23, 6.29)
H (14.33, 10.25, 8.41)
H (12.73, 10.83, 8.82)
H (13.70, 11.89, 10.22)
C (10.25, 9.00, 14.61)
C (8.94, 9.66, 14.81)
O (8.65, 10.44, 13.63)
H (11.03, 9.76, 14.37)
H (10.25, 8.30, 13.75)
H (10.62, 8.45, 15.47)
H (8.89, 10.29, 15.70)
H (8.16, 8.90, 14.91)
H (8.12, 11.19, 13.91)
C (13.76, 8.46, 12.74)
C (14.07, 9.96, 12.57)
O (13.30, 10.63, 11.57)
H (12.75, 8.35, 12.99)
H (14.44, 7.99, 13.38)
H (13.82, 8.10, 11.71)
H (15.09, 10.08, 12.20)
H (14.09, 10.46, 13.54)
H (12.40, 10.83, 11.94)
C (6.87, 7.81, 11.98)
C (5.93, 8.35, 10.89)
O (6.03, 7.53, 9.74)
H (7.88, 7.90, 11.57)
H (6.50, 6.88, 12.39)
H (6.83, 8.59, 12.74)
H (6.14, 9.45, 10.59)
H (4.88, 8.30, 11.20)
H (5.17, 7.50, 9.30)

The calculated total energy is -2056.6522 a.u. As for the energy above the lowest of the compared OMol25 structures with the same formula, charge and spin: 117.6 kJ/mol. The value obtained for the HOMO-LUMO gap is 10.2 eV. The HOMO energy is -9.61 eV.



Record 3
Molecular formula: C17H56N16O11
Method: DFT, wB97M-V/def2-TZVPD

Geometry (Å):
N (-3.42, 1.49, -4.08)
C (-3.05, 1.43, -2.78)
N (-4.09, 1.40, -1.94)
O (-1.86, 1.47, -2.43)
H (-4.38, 1.62, -4.34)
H (-2.66, 1.57, -4.74)
H (-4.02, 1.43, -0.94)
H (-5.02, 1.56, -2.27)
N (-2.75, 2.51, 3.32)
C (-3.16, 2.75, 4.59)
N (-4.50, 3.02, 4.59)
O (-2.40, 2.75, 5.54)
H (-3.44, 2.47, 2.59)
H (-1.78, 2.30, 3.09)
H (-5.03, 3.14, 3.75)
H (-4.96, 3.20, 5.46)
N (-0.48, -3.78, -0.42)
C (0.60, -4.39, 0.09)
N (1.47, -3.52, 0.66)
O (0.82, -5.59, -0.08)
H (-0.89, -2.94, -0.05)
H (-1.10, -4.43, -0.87)
H (2.38, -3.83, 0.96)
H (1.15, -2.54, 0.65)
N (5.46, -4.74, -0.75)
C (4.72, -4.07, -1.64)
N (4.14, -2.96, -1.13)
O (4.54, -4.49, -2.80)
H (5.83, -4.39, 0.11)
H (5.90, -5.53, -1.20)
H (3.63, -2.35, -1.75)
H (4.24, -2.70, -0.17)
N (0.36, -0.62, -1.42)
C (0.15, -0.33, -0.13)
N (-0.76, 0.66, 0.05)
O (0.61, -1.01, 0.81)
H (-0.16, -0.08, -2.09)
H (0.82, -1.49, -1.62)
H (-1.13, 1.16, -0.74)
H (-0.85, 0.96, 1.01)
N (0.55, -0.31, 3.92)
C (0.35, 1.01, 3.95)
N (0.17, 1.55, 5.18)
O (0.17, 1.70, 2.94)
H (0.90, -0.69, 4.78)
H (0.71, -0.67, 2.98)
H (0.00, 0.90, 5.93)
H (-0.20, 2.48, 5.17)
N (1.60, -4.00, -3.58)
C (1.70, -2.68, -3.91)
N (1.04, -2.47, -5.09)
O (2.42, -1.87, -3.32)
H (1.15, -4.52, -4.30)
H (2.22, -4.44, -2.91)
H (1.05, -1.54, -5.47)
H (0.86, -3.18, -5.77)
N (0.38, 1.36, -4.21)
C (0.07, 1.43, -5.51)
N (1.10, 1.40, -6.39)
O (-1.12, 1.55, -5.84)
H (1.33, 1.08, -4.00)
H (-0.32, 1.54, -3.51)
H (2.06, 1.36, -6.10)
H (0.80, 1.43, -7.35)
C (-3.47, -2.09, -0.09)
C (-4.16, -1.60, 1.20)
C (-3.23, -1.07, 2.29)
O (-5.03, -0.56, 0.77)
H (-2.97, -3.01, 0.22)
H (-2.76, -1.33, -0.41)
H (-4.19, -2.26, -0.88)
H (-4.81, -2.36, 1.65)
H (-2.76, -0.13, 1.98)
H (-2.50, -1.83, 2.56)
H (-3.70, -0.79, 3.23)
H (-5.75, -0.85, 0.20)
C (4.26, -0.73, 3.86)
C (3.88, -0.79, 2.41)
C (3.81, 0.57, 1.75)
O (4.79, -1.59, 1.66)
H (4.34, -1.71, 4.35)
H (3.44, -0.25, 4.40)
H (5.19, -0.21, 4.10)
H (2.93, -1.31, 2.27)
H (3.64, 0.52, 0.67)
H (4.75, 1.12, 1.78)
H (3.02, 1.15, 2.24)
H (4.89, -2.47, 2.04)
C (-1.50, 4.00, 0.38)
C (-0.53, 4.83, -0.41)
C (-0.31, 6.26, 0.19)
O (0.80, 4.30, -0.49)
H (-2.38, 4.62, 0.59)
H (-1.04, 3.72, 1.33)
H (-1.76, 3.15, -0.25)
H (-0.86, 4.92, -1.44)
H (-1.27, 6.71, 0.47)
H (0.03, 6.87, -0.64)
H (0.26, 6.37, 1.11)
H (1.07, 4.27, 0.43)

The calculated total energy is -2385.4164 a.u. As for the energy above the lowest of the compared OMol25 structures with the same formula, charge and spin: 35.6 kJ/mol. The value obtained for the HOMO-LUMO gap is 9.0 eV. The HOMO energy is -8.84 eV.



Record 4
Molecular formula: C17H58N6O12
Method: DFT, wB97M-V/def2-TZVPD

Geometry (Å):
N (-3.04, -0.69, -1.32)
C (-3.85, 0.08, -2.02)
N (-5.07, -0.08, -1.72)
O (-3.52, 0.87, -3.10)
H (-1.97, -0.78, -1.47)
H (-3.51, -1.19, -0.61)
H (-5.89, 0.33, -2.32)
H (-5.42, -0.58, -0.89)
N (0.68, -0.80, 0.20)
C (0.06, -0.05, -0.67)
N (-0.39, -0.49, -1.75)
O (0.17, 1.25, -0.50)
H (0.96, -0.55, 1.14)
H (0.95, -1.79, -0.05)
H (-0.15, 0.34, -2.39)
H (-0.33, -1.50, -2.14)
N (1.02, -3.49, -0.43)
C (2.06, -3.76, 0.29)
N (3.13, -3.93, -0.40)
O (2.12, -3.76, 1.66)
H (0.15, -3.51, 0.07)
H (0.97, -3.47, -1.46)
H (3.95, -4.32, 0.10)
H (3.26, -3.74, -1.42)
C (2.00, 4.87, 2.68)
C (1.80, 3.40, 2.34)
O (1.42, 3.34, 1.05)
H (2.63, 5.00, 3.51)
H (1.03, 5.41, 2.90)
H (2.54, 5.50, 2.02)
H (1.03, 2.97, 3.00)
H (2.65, 2.75, 2.42)
H (1.14, 2.46, 0.85)
C (-2.52, 0.85, 2.01)
C (-1.92, 2.20, 2.08)
O (-1.42, 2.55, 3.38)
H (-2.37, 0.45, 1.01)
H (-3.57, 0.98, 2.24)
H (-1.96, 0.11, 2.66)
H (-2.68, 3.01, 1.80)
H (-1.23, 2.31, 1.30)
H (-2.15, 2.65, 3.96)
C (2.26, 0.21, 4.54)
C (1.22, -0.72, 3.86)
O (0.53, -0.01, 2.88)
H (2.93, 0.49, 3.76)
H (2.81, -0.40, 5.23)
H (1.79, 0.99, 5.09)
H (0.57, -1.08, 4.64)
H (1.74, -1.62, 3.40)
H (-0.09, 0.62, 3.29)
C (-1.08, 0.15, -4.97)
C (-0.68, 1.52, -4.48)
O (0.38, 1.39, -3.61)
H (-0.32, -0.25, -5.64)
H (-1.90, 0.32, -5.65)
H (-1.51, -0.37, -4.11)
H (-1.63, 1.87, -4.10)
H (-0.42, 2.16, -5.32)
H (0.76, 2.25, -3.33)
C (-2.03, -2.73, 3.71)
C (-1.27, -3.40, 2.62)
O (-1.28, -2.68, 1.42)
H (-2.08, -3.23, 4.61)
H (-3.09, -2.57, 3.44)
H (-1.71, -1.77, 3.92)
H (-1.56, -4.44, 2.40)
H (-0.27, -3.40, 2.95)
H (-1.07, -1.80, 1.56)
C (2.78, -0.68, -2.87)
O (2.24, -0.56, -4.24)
H (2.51, 0.14, -2.27)
H (3.77, -0.94, -2.97)
H (2.32, -1.58, -2.37)
H (1.83, 0.31, -4.45)
C (-1.21, -3.03, -3.39)
O (0.10, -2.76, -3.13)
H (-1.64, -2.56, -4.18)
H (-1.81, -2.84, -2.47)
H (-1.33, -4.11, -3.51)
H (0.58, -2.78, -3.94)
C (3.70, 0.70, 0.58)
O (4.88, 0.91, 1.36)
H (3.00, 1.53, 0.75)
H (3.03, -0.22, 0.76)
H (3.89, 0.85, -0.44)
H (5.14, 0.05, 1.76)
C (-1.88, 3.54, -1.34)
O (-0.74, 3.93, -0.61)
H (-2.64, 4.29, -1.29)
H (-2.33, 2.72, -0.88)
H (-1.79, 3.21, -2.36)
H (-0.16, 3.14, -0.59)

The calculated total energy is -1913.7324 a.u. As for the energy above the lowest of the compared OMol25 structures with the same formula, charge and spin: 167.8 kJ/mol. The value obtained for the HOMO-LUMO gap is 8.9 eV. The HOMO energy is -8.74 eV.



Record 5
Molecular formula: C17H62N18O14
Method: DFT, wB97M-V/def2-TZVPD

Geometry (Å):
C (3.45, 0.38, 1.46)
C (2.76, -0.86, 2.18)
O (2.50, -0.33, 3.44)
H (4.29, 0.79, 1.92)
H (2.85, 1.18, 1.27)
H (3.80, 0.03, 0.45)
H (3.44, -1.72, 2.15)
H (1.88, -1.22, 1.74)
H (2.13, -1.04, 4.04)
C (-2.83, -5.81, -0.31)
C (-1.34, -5.75, 0.04)
O (-0.72, -4.62, -0.46)
H (-3.32, -6.80, 0.04)
H (-3.23, -5.71, -1.32)
H (-3.46, -5.17, 0.31)
H (-0.81, -6.68, -0.28)
H (-1.27, -5.62, 1.10)
H (-1.21, -3.85, -0.09)
C (5.92, 1.94, -2.89)
C (5.27, 0.84, -2.10)
O (3.93, 1.10, -2.20)
H (5.86, 2.92, -2.46)
H (5.46, 1.91, -3.92)
H (6.95, 1.64, -2.91)
H (5.65, 0.69, -1.15)
H (5.48, -0.12, -2.55)
H (3.67, 1.88, -1.80)
C (0.22, 0.77, -0.17)
O (-0.44, 1.91, 0.28)
N (1.37, 0.65, -0.79)
N (-0.40, -0.41, -0.19)
H (1.88, 1.59, -0.83)
H (1.91, -0.15, -0.50)
H (-1.34, -0.50, 0.30)
H (0.11, -1.28, -0.48)
C (-2.96, -4.08, 2.96)
O (-4.28, -3.75, 2.62)
N (-1.98, -3.27, 2.81)
N (-2.60, -5.15, 3.64)
H (-2.24, -2.56, 2.16)
H (-1.04, -3.62, 2.85)
H (-3.39, -5.78, 3.81)
H (-1.65, -5.54, 3.78)
C (1.84, -2.64, -0.80)
O (1.88, -3.74, 0.01)
N (2.76, -1.77, -0.98)
N (0.73, -2.35, -1.43)
H (3.64, -2.10, -0.61)
H (2.74, -1.21, -1.85)
H (0.04, -3.03, -1.29)
H (0.56, -1.60, -2.16)
C (2.29, 3.73, 0.77)
O (2.48, 2.98, -0.33)
N (3.19, 4.53, 1.28)
N (1.14, 3.85, 1.38)
H (4.12, 4.68, 0.83)
H (2.99, 4.93, 2.25)
H (0.30, 3.51, 1.03)
H (0.99, 4.58, 2.10)
C (-0.15, 1.78, 3.74)
O (-0.99, 2.88, 3.70)
N (-0.44, 0.59, 4.26)
N (1.02, 1.88, 3.19)
H (-1.32, 0.52, 4.84)
H (0.09, -0.31, 4.29)
H (1.17, 2.58, 2.41)
H (1.68, 1.05, 3.09)
C (-0.07, 3.91, -3.57)
O (-1.07, 4.76, -3.16)
N (0.49, 4.13, -4.72)
N (0.34, 2.88, -2.88)
H (0.09, 4.89, -5.20)
H (0.95, 3.27, -5.13)
H (0.04, 2.75, -1.91)
H (0.89, 2.19, -3.38)
C (-3.97, -1.79, 0.04)
O (-2.69, -2.26, 0.08)
N (-4.28, -0.67, -0.45)
N (-5.01, -2.38, 0.57)
H (-3.54, 0.04, -0.87)
H (-5.23, -0.35, -0.30)
H (-4.81, -3.14, 1.30)
H (-5.96, -1.91, 0.82)
C (-2.38, 1.37, -2.39)
O (-2.95, 1.74, -3.65)
N (-2.39, 2.14, -1.34)
N (-2.03, 0.15, -2.15)
H (-2.74, 3.11, -1.49)
H (-1.84, 2.09, -0.46)
H (-2.14, -0.52, -2.94)
H (-1.46, -0.13, -1.35)
C (1.56, -0.92, -3.94)
O (1.04, -1.72, -4.89)
N (2.78, -0.79, -3.68)
N (0.83, -0.12, -3.28)
H (3.38, -1.58, -4.05)
H (3.22, 0.02, -3.32)
H (-0.13, 0.00, -3.50)
H (1.02, 0.27, -2.20)
C (-3.25, 0.34, 2.32)
O (-2.05, -0.31, 2.33)
H (-4.12, -0.27, 2.23)
H (-3.23, 0.98, 1.45)
H (-3.45, 0.95, 3.18)
H (-1.46, 0.30, 2.81)
C (-3.25, 3.77, 1.80)
O (-1.86, 4.00, 1.64)
H (-3.42, 3.33, 2.80)
H (-3.66, 3.12, 1.02)
H (-3.71, 4.73, 1.73)
H (-1.50, 3.52, 2.39)

The calculated total energy is -2723.7737 a.u. As for the energy above the lowest of the compared OMol25 structures with the same formula, charge and spin: 352.3 kJ/mol. The value obtained for the HOMO-LUMO gap is 7.6 eV. The HOMO energy is -8.11 eV.